18
Properties=species:S:1:pos:R:3:mulliken_charge:R:1 method="wB97M-V/def2-TZVPD" orbital_gap_ev=8.2 total_energy_ev=-21428.9212 max_force_ev_per_a=4.853 relative_energy_kj_mol=0.0 total_charge=-1
C -1.3869 -0.5243 -0.7129 -0.854
C 1.3955 -0.1797 0.3512 -0.514
C -0.7972 -0.0081 0.5662 -0.078
N 1.7262 0.7868 -0.3950 -0.487
N -1.0061 -0.8682 1.6788 0.970
N -0.6176 1.3927 0.7892 0.979
N 1.8399 0.5896 -1.7967 1.077
O -1.4311 -2.0159 1.4782 -0.718
O -0.7939 2.1215 -0.2034 -0.655
O 1.6298 -0.5075 -2.2790 -0.582
O -0.7711 -0.4849 2.8379 -0.618
O -0.0811 1.8204 1.7965 -0.590
O 2.2225 1.5593 -2.3795 -0.632
H -2.4052 -0.2631 -0.9094 0.354
H -0.7354 -0.2716 -1.6083 0.214
H -1.4424 -1.6953 -0.5716 0.292
H 1.0943 -1.2291 -0.0450 0.355
H 1.5597 -0.2227 1.4029 0.490